# 1
Computed, not measured: a cluster of 3 separate species, C3H8NO2S in total, with ωB97M-V/def2-TZVPD.

Atoms and positions in Å:
C: 0.16604 0.93033 -2.08072
C: -0.60200 -2.33201 0.68626
C: 0.76402 -0.71945 1.66121
N: 0.35994 -1.87616 1.69686
O: -0.89469 2.25263 0.96875
O: 0.88212 3.32192 -1.98325
S: -0.30506 2.46964 -1.66330
H: -0.49291 0.08323 -2.06389
H: 0.94083 0.70426 -2.78373
H: -1.39855 -2.90506 1.15332
H: -0.82313 -1.44180 0.07460
H: -0.19124 -3.09781 0.00593
H: 0.76811 -0.05640 0.87268
H: 1.34094 -0.47681 2.58293
H: -0.51441 3.14348 0.87233

gap between HOMO and LUMO (alpha / beta)	0.2547 / 0.2548	Ha
net charge	-1
HOMO (alpha / beta)	-3.24 / -3.25	eV
ΔE to the lowest compared entry with this formula, charge and spin	6.021	eV



# 2
Computed, not measured: a structure of composition C3H8NO2S, with ωB97M-V/def2-TZVPD.

Atoms and positions in Å:
O: 2.58174 1.33150 -0.62966
C: 2.32588 0.52860 0.22530
N: 1.63075 -0.73867 0.08464
C: 0.48665 -0.07563 -0.11170
C: -0.31601 0.60234 0.88503
S: -2.05586 -0.03411 0.73910
H: 2.71948 0.62720 1.25886
H: -0.18424 -2.59246 0.65881
H: -0.18922 -3.22036 1.05298
H: 0.19730 0.09617 -1.16224
H: -0.40866 1.67206 0.71692
H: 0.01192 0.38068 1.89480
H: -1.85737 -0.03686 -2.26044
H: -2.52436 0.71895 -1.18501
O: -2.41801 0.74060 -2.16739

gap between HOMO and LUMO	0.2618	Ha
net charge	-1
HOMO	-3.91	eV
ΔE to the lowest compared entry with this formula, charge and spin	5.193	eV



# 3
Computed, not measured: a cluster of 2 separate species, C3H8NO2S in total, with ωB97M-V/def2-TZVPD.

Atoms and positions in Å:
O: 0.78302 0.41019 -1.98883
C: 0.58297 -0.51569 -1.23337
C: -0.63129 -0.73863 -0.37880
C: -0.23134 -1.42921 0.92839
S: 0.68713 -0.30145 2.02146
N: -1.43931 0.41951 -0.12893
H: 1.32709 -1.35158 -1.14843
H: -1.25925 -1.42168 -0.96803
H: -1.12372 -1.88237 1.32752
H: 0.45936 -2.24285 0.70170
H: -1.28434 1.11683 -0.84644
H: -1.22045 0.75326 0.79860
H: 0.65452 2.49949 0.92933
H: 1.34341 1.96314 -0.30582
O: 1.35218 2.72105 0.29166

gap between HOMO and LUMO	0.2558	Ha
net charge	-1
HOMO	-3.08	eV
ΔE to the lowest compared entry with this formula, charge and spin	1.681	eV



# 4
Computed, not measured: the ion C3H8NO3 with charge -1, with ωB97M-V/def2-TZVPD.

Atoms and positions in Å:
C: 0.87065 -1.81272 1.01871
O: 1.12704 -1.28736 -0.24209
C: 0.15533 -0.43330 -0.81614
N: -1.54014 -0.84625 -0.45546
O: -2.33544 -0.44971 -1.49501
O: 0.57155 0.88877 -0.41677
C: -0.27482 1.96539 -0.49022
H: 1.67527 -2.64368 1.25512
H: -0.14542 -2.38786 1.11451
H: 0.89075 -0.97758 1.83349
H: 0.06601 -0.63267 -1.90794
H: -1.66541 -0.14144 0.33999
H: 0.17139 2.90706 -0.50295
H: -0.97458 1.89449 0.32290
H: -0.77959 1.95178 -1.53724

gap between HOMO and LUMO	0.2045	Ha
net charge	-1
HOMO	-1.59	eV
ΔE to the lowest compared entry with this formula, charge and spin	6.809	eV
SMILES string	COC(N[O-])OC



# 5
Computed, not measured: a cluster of 2 separate species, C3H8NO3 in total, with ωB97M-V/def2-TZVPD.

Atoms and positions in Å:
C: 0.13242 1.50238 0.68283
N: 0.90901 0.49307 1.47481
C: 0.87297 -0.96285 0.92950
C: 0.67195 -1.09143 -0.70650
O: -0.35570 -1.74157 -0.99982
O: 1.51007 -0.44116 -1.34706
H: 0.12950 1.21876 -0.37352
H: 0.30639 2.49710 1.09153
H: -0.92340 1.33970 0.96399
H: 1.86953 0.71810 1.21252
H: -0.01639 -1.35442 1.41195
H: 1.84182 -1.44769 0.94823
H: -1.64999 -0.35813 -1.48155
H: -2.88218 -0.58467 -2.06325
O: -2.41598 0.21282 -1.74365

gap between HOMO and LUMO	0.2971	Ha
net charge	-1
HOMO	-3.92	eV
ΔE to the lowest compared entry with this formula, charge and spin	1.741	eV



# 6
Computed, not measured: a cluster of 2 separate species, C3H8NO3 in total, with ωB97M-V/def2-TZVPD.

Atoms and positions in Å:
C: -1.06020 -0.15529 -0.34833
C: 0.34368 -0.08815 -0.93569
C: 1.25131 -1.19689 -0.34273
O: 1.56011 -2.15766 -1.05702
O: 1.56985 -1.01354 0.87713
N: -2.00412 0.82189 -0.87949
H: -1.45153 -1.16460 -0.49578
H: -0.95375 0.01362 0.72370
H: 0.39470 -0.22700 -2.02237
H: 0.77933 0.89240 -0.71850
H: -1.93991 0.86075 -1.88562
H: -1.88759 1.75049 -0.50403
H: 1.19836 0.26928 1.77930
H: 1.16312 0.43719 3.30340
O: 1.03662 0.95751 2.50603

gap between HOMO and LUMO	0.3187	Ha
net charge	-1
HOMO	-4.54	eV
ΔE to the lowest compared entry with this formula, charge and spin	0.338	eV



Number 1: molecular weight 122.17 g mol⁻¹, maximum force 0.08052 Eh/bohr. Number 2: molecular weight 122.17 g mol⁻¹, maximum force 0.05352 Eh/bohr. Number 3: molecular weight 122.17 g mol⁻¹, maximum force 0.01648 Eh/bohr. Number 4: molecular weight 106.10 g mol⁻¹, maximum force 0.08316 Eh/bohr. Number 5: molecular weight 106.10 g mol⁻¹, maximum force 0.06194 Eh/bohr. Number 6: molecular weight 106.10 g mol⁻¹, maximum force 0.01639 Eh/bohr.